## A
Molecular formula: C10H30O5
Method: DFT, ωB97M-V/def2-TZVPD

molecular weight = 230.345 g/mol
Kohn-Sham gap = 10.5 eV
highest occupied orbital energy = -0.3678 hartree

Structure (ORCA input):
```
! RIJCOSX wB97M-V def2-TZVPD def2/J DEFGRID3
* xyz 0 1
C -3.98 -5.89 -5.04
C -2.49 -6.22 -5.13
O -1.74 -6.31 -3.93
H -4.50 -5.95 -5.99
H -4.25 -4.84 -4.89
H -4.58 -6.47 -4.34
H -1.95 -5.48 -5.72
H -2.43 -7.11 -5.76
H -2.27 -6.63 -3.19
C -2.49 4.48 2.14
C -2.08 4.77 0.69
O -2.82 4.22 -0.34
H -3.50 4.10 2.31
H -2.51 5.40 2.72
H -1.74 3.92 2.69
H -1.01 4.76 0.50
H -2.32 5.83 0.62
H -2.89 4.92 -1.00
C 0.91 -0.13 -1.21
C 0.97 -1.62 -1.54
O -0.01 -1.93 -2.54
H 1.80 0.23 -0.69
H 0.01 0.14 -0.66
H 0.70 0.32 -2.18
H 0.98 -2.36 -0.73
H 1.95 -1.65 -2.02
H -0.09 -2.89 -2.53
C -3.44 -2.01 3.02
C -1.99 -1.96 3.44
O -1.61 -3.23 3.09
H -3.84 -2.99 3.29
H -3.58 -1.94 1.94
H -4.05 -1.28 3.56
H -1.85 -1.83 4.51
H -1.44 -1.18 2.90
H -1.67 -3.24 2.13
C 6.51 4.28 2.66
C 7.67 4.73 1.82
O 8.45 5.56 2.66
H 5.87 5.10 2.99
H 6.78 3.63 3.49
H 5.82 3.71 2.03
H 7.43 5.29 0.91
H 8.23 3.91 1.37
H 9.08 5.82 1.98
*
```

Atomic partial charges in e from the Mulliken method, atoms 1 to 5:
1 C -1.0831
2 C -0.1339
3 O -0.5084
4 H 0.3392
5 H 0.3009

## B
Molecular formula: C10H30O5
Method: DFT, ωB97M-V/def2-TZVPD

molecular weight = 230.345 g/mol
Kohn-Sham gap = 10.4 eV
highest occupied orbital energy = -0.3629 hartree

Structure (ORCA input):
```
! RIJCOSX wB97M-V def2-TZVPD def2/J DEFGRID3
* xyz 0 1
C -1.84 2.54 0.32
C -1.52 1.39 -0.62
O -0.13 1.24 -0.89
H -2.94 2.52 0.39
H -1.55 3.53 0.00
H -1.49 2.30 1.33
H -2.20 1.39 -1.48
H -1.80 0.46 -0.11
H 0.03 0.33 -1.19
C -3.01 -1.88 0.92
C -3.77 -0.77 1.65
O -4.56 -1.31 2.72
H -2.41 -1.50 0.11
H -3.73 -2.62 0.56
H -2.46 -2.43 1.69
H -4.43 -0.18 1.02
H -3.12 0.02 2.04
H -4.00 -1.29 3.50
C 1.88 -1.63 -1.15
C 1.54 -1.25 -2.59
O 0.14 -1.10 -2.73
H 2.85 -2.06 -0.92
H 1.08 -2.26 -0.76
H 1.78 -0.76 -0.49
H 1.92 -2.06 -3.21
H 2.07 -0.33 -2.87
H -0.07 -0.98 -3.66
C 0.44 -1.43 2.39
C 1.43 -2.56 2.50
O 1.65 -2.96 3.86
H 0.23 -1.13 1.37
H 0.86 -0.55 2.89
H -0.50 -1.61 2.92
H 2.41 -2.20 2.16
H 1.18 -3.41 1.86
H 2.34 -3.62 3.84
C 2.05 3.94 -2.13
C 2.92 2.69 -2.08
O 2.68 1.98 -0.87
H 2.15 4.46 -1.17
H 0.99 3.74 -2.26
H 2.42 4.59 -2.92
H 3.98 2.96 -2.08
H 2.75 2.09 -2.98
H 1.75 1.71 -0.87
*
```

Atomic partial charges in e from the Mulliken method, atoms 1 to 5:
1 C -1.3403
2 C 0.5626
3 O -0.4279
4 H 0.4002
5 H 0.3420

## C
Molecular formula: C10H30O5
Method: DFT, ωB97M-V/def2-TZVPD

molecular weight = 230.345 g/mol
Kohn-Sham gap = 9.9 eV
highest occupied orbital energy = -0.3499 hartree

Structure (ORCA input):
```
! RIJCOSX wB97M-V def2-TZVPD def2/J DEFGRID3
* xyz 0 1
C -3.55 27.16 -14.02
C -4.59 27.24 -15.18
O -5.81 26.72 -14.67
H -3.50 26.13 -13.68
H -3.83 27.67 -13.09
H -2.56 27.40 -14.40
H -4.36 26.75 -16.13
H -4.88 28.26 -15.42
H -6.47 27.11 -15.26
C -5.44 22.31 -16.41
C -5.57 23.74 -15.92
O -6.76 24.02 -15.19
H -6.17 22.25 -17.22
H -5.71 21.60 -15.63
H -4.46 22.07 -16.82
H -5.45 24.41 -16.77
H -4.65 23.97 -15.37
H -6.63 24.96 -15.02
C -7.48 26.45 -18.45
C -8.43 26.79 -17.27
O -7.61 27.60 -16.45
H -8.03 26.16 -19.35
H -6.81 25.63 -18.20
H -6.84 27.28 -18.76
H -8.94 25.91 -16.88
H -9.29 27.40 -17.57
H -7.91 28.49 -16.70
C -8.21 26.24 -10.63
C -7.72 26.39 -12.07
O -6.94 27.58 -12.21
H -8.71 25.28 -10.45
H -8.92 27.05 -10.46
H -7.36 26.46 -9.99
H -8.67 26.48 -12.59
H -7.12 25.56 -12.43
H -6.34 27.39 -12.93
C -9.11 20.18 -13.13
C -8.82 21.67 -13.32
O -7.42 21.85 -13.36
H -8.95 19.59 -14.03
H -10.11 20.01 -12.73
H -8.43 19.95 -12.31
H -9.12 22.37 -12.54
H -9.23 21.97 -14.28
H -7.16 22.59 -13.91
*
```

Atomic partial charges in e from the Mulliken method, atoms 1 to 5:
1 C -1.2246
2 C -0.3220
3 O -0.5551
4 H 0.2831
5 H 0.3195

Which structure is the least stable? The one labeled A.

## A
Molecular formula: C2H3Cl2PS
Method: DFT, ωB97M-V/def2-TZVPD

molecular weight = 160.993 g/mol
Kohn-Sham gap (spin up / spin down) = 7.1 / 7.1 eV
highest occupied orbital energy (spin up / spin down) = -0.3273 / -0.3274 hartree

Structure (ORCA input):
```
! RIJCOSX wB97M-V def2-TZVPD def2/J DEFGRID3
* xyz 0 1
C -1.49 0.35 -0.23
C -0.67 -0.50 0.34
P 1.12 -0.13 0.10
S 1.80 2.61 0.31
Cl 2.02 -1.56 1.18
Cl 1.45 -0.77 -1.77
H -2.46 0.23 0.04
H -0.99 1.07 -1.02
H -0.76 -1.30 1.05
*
```

Atomic partial charges in e from the Mulliken method, atoms 1 to 5:
1 C -0.5533
2 C -0.1017
3 P 0.4352
4 S -0.2085
5 Cl -0.2336

## B
Molecular formula: C2H3Cl2PS
Method: DFT, ωB97M-V/def2-TZVPD

molecular weight = 160.993 g/mol
Kohn-Sham gap = 8.4 eV
highest occupied orbital energy = -0.3279 hartree

Structure (ORCA input):
```
! RIJCOSX wB97M-V def2-TZVPD def2/J DEFGRID3
* xyz 0 1
C 0.90 0.56 -0.65
C 0.21 0.25 0.59
P -1.58 -0.75 0.32
S 0.16 2.35 0.63
Cl -1.49 -1.46 -1.47
Cl -1.20 -2.41 1.29
H 1.89 0.69 -0.56
H 0.32 0.83 -1.59
H 0.78 -0.06 1.44
*
```

Atomic partial charges in e from the Mulliken method, atoms 1 to 5:
1 C -0.7156
2 C -0.2098
3 P 0.3749
4 S -0.1991
5 Cl -0.1603

Which structure is the least stable? The one labeled A.

## A
Molecular formula: C3H4OS2
Method: DFT, ωB97M-V/def2-TZVPD

molecular weight = 120.198 g/mol
Kohn-Sham gap = 7.7 eV
highest occupied orbital energy = -0.3413 hartree

Structure (ORCA input):
```
! RIJCOSX wB97M-V def2-TZVPD def2/J DEFGRID3
* xyz 0 1
C 0.42 -0.68 0.64
C -0.86 -0.27 -0.01
C -0.87 1.22 -0.40
H 2.32 0.15 -0.70
H 0.19 -1.57 1.21
H 0.68 0.02 1.34
H -1.64 1.44 -1.08
O 0.04 2.01 -0.15
S 1.79 -1.06 -0.50
S -2.07 -1.27 -0.34
*
```

Atomic partial charges in e from the Mulliken method, atoms 1 to 5:
1 C -0.7108
2 C 0.3098
3 C -0.0382
4 H 0.1435
5 H 0.3626

## B
Molecular formula: C3H4OS2
Method: DFT, ωB97M-V/def2-TZVPD

molecular weight = 120.198 g/mol
Kohn-Sham gap = 8.8 eV
highest occupied orbital energy = -0.3199 hartree

Structure (ORCA input):
```
! RIJCOSX wB97M-V def2-TZVPD def2/J DEFGRID3
* xyz 0 1
C -1.22 0.44 -0.01
C -1.17 -1.06 0.06
C 1.37 -0.09 0.34
O -0.45 -1.73 -0.61
S 0.45 1.08 -0.44
S 3.04 0.05 0.26
H -1.56 0.89 0.92
H -1.88 0.74 -0.83
H -1.87 -1.49 0.81
H 3.29 1.16 -0.49
*
```

Atomic partial charges in e from the Mulliken method, atoms 1 to 5:
1 C -0.4918
2 C 0.0957
3 C -0.1389
4 O -0.3912
5 S -0.0250

## C
Molecular formula: C3H4OS2
Method: DFT, ωB97M-V/def2-TZVPD

molecular weight = 120.198 g/mol
Kohn-Sham gap = 6.6 eV
highest occupied orbital energy = -0.2812 hartree

Structure (ORCA input):
```
! RIJCOSX wB97M-V def2-TZVPD def2/J DEFGRID3
* xyz 0 1
C 1.67 -0.26 -0.34
C 0.63 -1.04 -0.26
C -1.28 0.99 0.26
O -2.21 1.81 -0.25
S 1.62 1.40 -0.13
S -1.12 -0.59 -0.30
H 2.62 -0.79 -0.72
H 0.57 -2.12 -0.58
H -0.48 1.42 1.01
H -2.43 1.60 -1.27
*
```

Atomic partial charges in e from the Mulliken method, atoms 1 to 5:
1 C -0.0420
2 C -0.3576
3 C 0.0316
4 O -0.4498
5 S -0.3889

## D
Molecular formula: C3H4OS2
Method: DFT, ωB97M-V/def2-TZVPD

molecular weight = 120.198 g/mol
Kohn-Sham gap = 7.5 eV
highest occupied orbital energy = -0.3454 hartree

Structure (ORCA input):
```
! RIJCOSX wB97M-V def2-TZVPD def2/J DEFGRID3
* xyz 0 1
C -2.33 -1.23 -1.39
C 0.18 -0.17 -0.28
C 0.91 1.00 0.35
H -3.33 -0.84 -1.91
H -1.69 -1.75 -2.26
H -2.53 -2.02 -0.74
H 0.32 1.97 0.07
O 0.75 -1.24 -0.40
S -1.58 0.20 -0.63
S 2.13 0.73 1.63
*
```

Atomic partial charges in e from the Mulliken method, atoms 1 to 5:
1 C -0.7492
2 C 0.6374
3 C -0.3493
4 H 0.2757
5 H 0.2673

Which structure is the least stable? The one labeled C.